(1)
C13H12N6OS2 | wB97M-V/def2-TZVPD

```
34
C13H12N6OS2, DFT wB97M-V/def2-TZVPD
C -6.9384 -0.4500 0.0055
C -5.3476 -0.3194 -0.0303
C -4.5206 -1.3374 0.0526
C -3.2513 -1.3311 0.0838
C -2.6936 -0.2132 -0.1184
C -3.5935 1.0038 -0.0227
C -4.9984 0.8211 0.0633
H -5.5573 1.8449 -0.3082
H -3.1303 2.0891 -0.2268
C -1.2509 0.0730 0.0575
N -0.7055 1.4471 0.0094
C 0.5789 1.1220 -0.0501
N 1.1302 -0.3908 0.0598
S -0.1487 -1.1339 0.2549
N 1.5001 2.0989 -0.1432
C 2.8090 2.1539 0.1395
O 3.4728 3.0920 -0.0047
C 3.5706 0.8230 0.2199
H 3.4995 0.3145 -0.7584
H 3.3131 0.4052 1.1776
S 5.3445 1.2449 0.0594
C 5.8380 -0.2874 0.1722
N 5.2180 -1.3571 -0.0462
C 6.0786 -2.4076 -0.0016
N 7.3806 -1.8778 -0.3515
N 7.3512 -0.6923 0.0046
H 8.0865 -0.3040 0.0832
H 5.9087 -3.3260 -0.3099
H 0.9454 2.9646 0.0092
H -2.6444 -2.2131 0.2662
H -5.1130 -2.3001 0.0896
H -7.3654 -0.3786 -1.2356
H -7.2737 -1.3807 0.3153
H -7.4932 0.2026 0.4841
```

Computed properties:
LUMO level: -0.0152 Eh
Energy relative to the best compared isomer or geometry (same formula, charge and spin): 253.4 kcal per mole
Frontier orbital gap: 7.3 eV
Energy: -1702.3543 Eh
HOMO: -0.283 Eh

---

(2)
C2H7NS | wB97M-V/def2-TZVPD

```
11
C2H7NS, DFT wB97M-V/def2-TZVPD
C -0.8683 -0.7815 1.2617
S -1.2563 -0.7072 -0.5557
C 0.3851 0.0161 -1.0276
N 0.5951 1.3817 -0.6301
H -0.8619 0.2593 1.5649
H -1.6967 -1.3211 1.7121
H 0.0409 -1.3486 1.4286
H 1.0300 -0.7153 -0.5317
H 0.5554 -0.1355 -2.0904
H 1.0737 1.4444 0.2520
H 1.0031 1.9078 -1.3838
```

Computed properties:
LUMO level: 0.0381 Eh
Energy relative to the best compared isomer or geometry (same formula, charge and spin): 6.1 kcal per mole
Frontier orbital gap: 9.5 eV
Structure (SMILES): CSCN
Energy: -533.3207 Eh
HOMO: -0.312 Eh

---

(3)
C6H10O | wB97M-V/def2-TZVPD

```
17
C6H10O, DFT wB97M-V/def2-TZVPD
C 0.3766 -1.8854 1.2047
C 0.1177 -1.1867 -0.0502
C -1.3203 0.7565 -0.9493
C 0.1370 0.7454 -1.4731
C 0.8046 0.1802 -0.2166
C 0.0956 1.0028 0.8422
O -1.2322 0.5857 0.4918
H -0.4073 -2.5967 1.4895
H 1.1573 -2.4955 0.7063
H 0.8184 -1.4021 2.0937
H -1.8668 -0.1104 -1.3205
H -1.8633 1.6859 -1.1580
H 0.4785 1.7444 -1.7720
H 0.2797 0.0503 -2.3010
H 1.9006 0.1219 -0.2063
H 0.1914 2.0993 0.7541
H 0.3326 0.7044 1.8647
```

Computed properties:
LUMO level: 0.0304 Eh
Energy relative to the best compared isomer or geometry (same formula, charge and spin): 95.2 kcal per mole
Frontier orbital gap: 8.7 eV
Energy: -309.6906 Eh
HOMO: -0.290 Eh

---

(4)
C16H27NO4 | wB97M-V/def2-TZVPD

```
48
C16H27NO4, DFT wB97M-V/def2-TZVPD
C -7.4840 0.2231 -1.2127
C -6.6935 1.0213 -0.2195
O -5.6463 1.6129 -0.9200
C -4.6723 2.0014 -0.1416
O -4.7926 2.4554 0.9805
C -3.2795 2.2393 -0.8229
C -2.4581 1.0846 -0.4720
N -1.1072 1.2339 -1.0797
C 0.0321 0.4572 -0.3983
C -0.0692 -1.0627 -0.8354
O -0.7178 -0.9876 -2.1274
C 1.1652 -1.8079 -1.2087
O 2.0612 -1.9144 -0.0842
C 3.3514 -1.3693 0.0738
C 4.1367 -0.9888 -1.0693
C 5.4202 -0.3961 -0.8236
C 5.9819 -0.3376 0.4385
C 5.3404 -1.0014 1.6967
C 3.7703 -0.9719 1.5127
C 3.3233 0.5248 1.7687
C 3.1722 -1.9254 2.6081
H -7.6681 0.9535 -2.0131
H -8.4350 -0.0761 -0.8772
H -6.9422 -0.5820 -1.6421
H -7.3403 1.7970 0.1018
H -6.2552 0.4859 0.6587
H -3.4253 2.2669 -1.9256
H -2.8268 3.1132 -0.4051
H -2.8663 0.1450 -0.8060
H -2.3658 1.0611 0.6319
H -0.7759 2.2015 -0.9531
H 1.0098 0.9106 -0.5364
H -0.1342 0.5164 0.6441
H -0.6733 -1.5836 -0.1437
H -1.1406 -0.1009 -2.0468
H 0.9202 -2.8499 -1.4541
H 1.6126 -1.3127 -2.0474
H 3.6935 -1.1066 -2.0413
H 5.9218 0.1200 -1.5838
H 6.9353 0.2470 0.4409
H 5.6955 -2.0313 1.6872
H 5.6534 -0.5333 2.6056
H 4.0451 1.3124 1.7512
H 2.7067 0.5981 2.6453
H 2.7247 0.8866 0.9326
H 3.6031 -2.9265 2.4294
H 2.0381 -1.9348 2.6776
H 3.4548 -1.6679 3.6060
```

Computed properties:
LUMO level: 0.0247 Eh
Energy relative to the best compared isomer or geometry (same formula, charge and spin): 113.5 kcal per mole
Frontier orbital gap: 8.1 eV
Structure (SMILES): CCOC(=O)CCNC[C@@H](O)COC1=CC=CCC1(C)C
Energy: -981.4536 Eh
HOMO: -0.272 Eh

---

(5)
C5H8N | wB97M-V/def2-TZVPD

```
14
C5H8N, DFT wB97M-V/def2-TZVPD
C 2.1158 -0.4417 0.0772
C -0.9009 -1.8275 -0.0027
C -0.4033 -0.5978 -0.0038
C 1.7483 0.9748 -0.0596
C -1.8251 1.1254 0.0104
N 0.8718 -0.2026 -0.0165
H 2.8313 -1.2241 0.1925
H -0.2788 -2.7121 -0.0640
H -1.9617 -1.9903 0.0400
H 1.7744 1.6190 0.8123
H 1.8679 1.4782 -1.0107
H -1.4128 1.7253 0.7981
H -2.7350 0.5997 0.2238
H -1.6917 1.4737 -0.9971
```

Computed properties:
LUMO level: -0.2049 Eh
Energy relative to the best compared isomer or geometry (same formula, charge and spin): 138.8 kcal per mole
Frontier orbital gap: 8.9 eV
Energy: -249.6039 Eh
Net charge: +1
HOMO: -0.531 Eh

---

(6)
C20H24N6O3 | wB97M-V/def2-TZVPD

```
53
C20H24N6O3, DFT wB97M-V/def2-TZVPD
C 4.6617 2.1078 -1.4292
N 3.3659 1.4318 -1.2856
C 3.0405 0.3834 -2.0463
O 3.8510 -0.1384 -2.8289
C 1.5914 -0.1765 -1.9246
C 1.4780 -1.7213 -1.9353
C 0.2280 -2.1440 -2.6816
C 0.0565 -1.8651 -4.0188
N -1.2024 -2.3245 -4.3321
C -1.7158 -2.8779 -3.2110
N -0.9141 -2.7257 -2.1552
N 0.8038 0.4276 -0.8669
C 0.0962 1.5764 -1.0447
O 0.0792 2.2086 -2.1018
C -0.5797 2.1895 0.2028
C -2.0620 1.7634 0.2608
C -2.2604 0.3351 0.6027
C -2.2329 -0.6796 -0.2955
N -2.4179 -1.8760 0.4291
C -2.4956 -1.6687 1.8035
C -2.6017 -2.5250 2.9282
C -2.6517 -1.9561 4.2149
C -2.5289 -0.5760 4.3787
C -2.4616 0.2765 3.2366
C -2.4038 -0.2394 1.9543
N 0.0471 1.7989 1.5015
C 1.3040 2.0153 1.8415
C 1.7186 1.6916 3.2613
O 2.0983 2.4939 1.0498
H 5.3770 1.4573 -0.9471
H 4.9609 2.1725 -2.4854
H 4.6323 3.1039 -0.9829
H 2.7318 1.7595 -0.5877
H 1.1409 0.1836 -2.8636
H 1.4498 -2.1309 -0.9031
H 2.3255 -2.2274 -2.4007
H 0.7434 -1.3047 -4.6626
H -1.6572 -2.3250 -5.2468
H -2.6522 -3.4292 -3.2008
H 0.8093 -0.0153 0.0522
H -0.4940 3.2693 0.1317
H -2.5275 2.0217 -0.6851
H -2.5585 2.3606 1.0240
H -2.0874 -0.6344 -1.3750
H -2.3459 -2.7645 -0.0330
H -2.7388 -3.5812 2.8009
H -2.7931 -2.6100 5.0819
H -2.5847 -0.1307 5.3597
H -2.3866 1.3292 3.4094
H -0.5626 1.3937 2.1590
H 2.7180 2.0387 3.4267
H 1.0709 2.2293 3.9372
H 1.5372 0.6279 3.4832
```

Computed properties:
LUMO level: 0.0220 Eh
Energy relative to the best compared isomer or geometry (same formula, charge and spin): 24.3 kcal per mole
Frontier orbital gap: 8.8 eV
Structure (SMILES): CNC(=O)[C@@H](Cc1c[nH]cn1)NC(=O)[C@@H](Cc1c[nH]c2ccccc12)NC(C)=O
Energy: -1330.8669 Eh
HOMO: -0.300 Eh